Record 1
A structure of composition C19H16N3O3PdS in a non-equilibrium geometry, computed with ωB97M-V/def2-TZVPD.

Structure (ORCA input):
```
! RIJCOSX wB97M-V def2-TZVPD def2/J DEFGRID3
* xyz 1 5
Pd -0.92 0.03 -1.97
S 0.63 -0.17 -0.20
O -3.09 2.53 0.21
O 4.02 -1.34 5.30
O 5.64 -0.09 4.32
N -0.40 1.94 -2.21
N -1.51 -1.84 -1.65
N -2.28 0.61 -0.72
C 1.75 -0.23 1.10
C 3.09 -0.50 0.83
C 0.49 2.65 -2.91
C -1.26 2.64 -1.38
C -3.06 -0.42 -0.14
C -1.22 4.03 -1.27
C -2.79 -4.17 -0.79
C 3.55 -0.40 3.20
C -2.55 -1.77 -0.74
C 1.31 -0.02 2.40
C 2.21 -0.10 3.46
C -2.33 1.91 -0.53
C -1.15 -3.05 -2.10
C -3.20 -2.93 -0.30
C 0.59 4.04 -2.85
C -1.75 -4.23 -1.71
C 4.00 -0.58 1.89
C -0.28 4.73 -2.02
C 4.52 -0.55 4.31
H -4.01 -2.85 0.42
H -4.13 -0.33 -0.39
H -1.91 4.54 -0.61
H 5.05 -0.79 1.69
H -0.22 5.81 -1.94
H -1.41 -5.18 -2.10
H 1.86 0.09 4.47
H -3.29 -5.07 -0.45
H -2.96 -0.48 0.95
H 0.26 0.21 2.60
H 1.15 2.07 -3.55
H -2.03 0.17 -3.24
H 3.44 -0.65 -0.19
H 3.18 -1.76 5.05
H -0.33 -3.04 -2.82
H 1.34 4.56 -3.44
*
```

Computed properties:
Kohn-Sham gap (alpha / beta) = 6.349 / 5.785 eV

Record 2
A cluster of 2 separate species, C4H7ClNO2 in total in a non-equilibrium geometry, computed with ωB97M-V/def2-TZVPD.

Structure (ORCA input):
```
! RIJCOSX wB97M-V def2-TZVPD def2/J DEFGRID3
* xyz 1 1
Cl 0.13 0.11 4.14
O -0.20 0.51 -0.28
O 1.63 -1.28 2.80
N -1.69 1.29 -1.94
C 2.27 -1.78 1.60
C -0.95 0.91 -1.12
C 0.77 -0.34 2.68
C -2.32 1.60 -3.19
H -1.62 1.64 -4.00
H 2.55 -2.84 1.87
H 3.20 -1.24 1.55
H -2.82 0.67 -3.33
H 1.58 -1.64 0.70
H 0.50 0.00 1.69
H -3.04 2.40 -3.15
*
```

Computed properties:
Kohn-Sham gap = 7.637 eV
energy above the lowest of the compared OMol25 structures with the same formula, charge and spin = 0.00 kJ/mol

Record 3
A cluster of 14 separate species, C5H40N3O13 in total in a non-equilibrium geometry, computed with ωB97M-V/def2-TZVPD.

Structure (ORCA input):
```
! RIJCOSX wB97M-V def2-TZVPD def2/J DEFGRID3
* xyz 1 1
O 3.60 1.20 -3.17
O -1.25 -3.86 1.19
O -1.97 -2.65 -3.20
O 0.22 -1.52 -2.14
O -2.05 -0.27 -0.34
O -0.90 -2.31 3.89
O 1.72 -0.46 3.61
O -3.27 -0.38 -2.77
O 0.88 -2.30 0.40
O -1.49 0.39 3.73
O 2.41 -2.58 -3.50
O -1.76 2.08 1.67
O 1.08 2.11 4.31
N 0.31 0.53 0.76
N -2.03 2.90 -2.38
N 0.43 1.41 -2.93
C -0.96 2.78 -1.45
C 1.64 1.09 0.14
C 1.32 2.28 -0.76
C 2.46 1.48 1.35
C 0.18 2.15 -1.75
H -1.00 3.25 -0.48
H -2.07 -3.75 0.68
H -2.86 3.34 -2.01
H 0.44 1.99 5.02
H 3.53 1.67 1.08
H 0.59 0.43 -2.73
H 2.06 0.33 -0.48
H 0.76 1.59 3.57
H -0.17 1.65 -3.70
H -0.59 0.86 0.37
H -3.98 -1.01 -2.56
H 2.75 0.68 2.07
H -2.34 1.94 -2.57
H 1.20 3.18 -0.14
H 0.03 -2.78 0.41
H -1.12 -2.81 4.68
H -2.04 1.34 2.25
H -1.40 -4.72 1.60
H -2.25 -0.35 -1.32
H 2.76 -3.08 -4.23
H -1.21 -2.71 3.06
H -2.17 2.85 2.08
H -2.33 0.53 4.19
H 0.39 -0.48 0.73
H 0.25 0.88 1.71
H -2.72 -0.96 -3.33
H 3.17 -2.18 -3.06
H -1.18 -0.52 3.91
H 1.96 0.09 4.36
H 0.50 -2.02 -1.34
H 1.51 -2.83 0.91
H 0.80 -1.82 -2.87
H 3.71 2.01 -3.68
H -1.85 -3.56 -3.46
H -2.59 0.54 -0.31
H 2.32 2.57 -1.12
H -1.22 -2.36 -2.64
H 2.10 2.30 1.97
H 2.70 0.89 -3.21
H 0.99 -1.02 3.91
*
```

Computed properties:
Kohn-Sham gap = 7.268 eV
energy above the lowest of the compared OMol25 structures with the same formula, charge and spin = 0.00 kJ/mol

Record 4
A cluster of 13 separate species, C47H94O29 in total in a non-equilibrium geometry, computed with ωB97M-V/def2-TZVPD.

Structure (ORCA input):
```
! RIJCOSX wB97M-V def2-TZVPD def2/J DEFGRID3
* xyz 0 1
O -4.05 -0.68 3.03
O -2.21 -3.92 -1.45
O -2.00 4.48 3.43
O -5.38 0.91 0.13
O 3.56 -4.81 4.35
O 2.35 -3.09 -4.56
O -2.22 -1.82 -2.39
O -3.91 4.31 4.56
O -4.62 2.29 -1.53
O -1.25 -5.49 1.54
O -4.04 2.50 -4.72
O -2.06 3.50 -4.50
O 6.39 1.93 -1.61
O 1.29 -0.12 4.79
O 1.73 -5.22 -4.09
O 2.57 0.48 6.43
O 1.01 -1.05 0.58
O -1.84 4.49 5.57
O 0.33 3.68 0.51
O 1.60 2.05 5.27
O 4.70 0.86 -0.67
O -6.74 2.47 -0.60
O -2.22 1.28 -4.59
O 2.62 1.47 -3.18
O 1.36 -3.74 -2.64
O -2.14 -3.71 -3.60
O 3.22 -2.75 3.60
O 4.21 -4.41 2.34
O 4.64 3.12 -1.13
C -0.78 1.10 -4.44
C 3.40 -1.70 2.67
C -2.77 -3.37 -0.27
C 2.90 -0.88 6.65
C -5.50 1.86 -0.80
C -4.22 0.05 -0.03
C 2.18 5.13 0.23
C -5.98 0.73 3.30
C 0.89 2.42 4.05
C 7.32 0.86 -1.10
C -0.70 0.22 1.73
C 2.04 -5.75 -5.38
C -2.38 4.07 6.84
C 3.87 0.11 -4.70
C 3.20 -4.45 5.69
C -3.93 1.09 4.71
C 3.29 0.77 -0.17
C -2.24 -2.97 -4.85
C -8.50 3.71 -1.78
C -7.01 3.56 -1.54
C 0.08 -4.18 3.00
C 1.81 0.76 5.44
C -2.17 -3.02 -2.43
C 3.74 -3.96 3.34
C 3.53 1.40 -3.98
C -2.70 2.50 -4.58
C -4.65 1.18 -4.84
C 7.80 1.21 0.30
C 1.37 -7.05 -5.51
C -0.19 -4.94 1.69
C 4.38 -4.00 6.52
C 5.13 2.00 -1.10
C -0.37 0.43 -0.80
C 1.90 -3.92 -3.81
C 1.06 4.07 -1.80
C 1.91 2.30 2.92
C 0.87 -5.04 0.58
C -2.69 4.46 4.50
C 1.07 4.27 -0.29
C 4.47 2.52 -4.34
C -1.77 -3.89 -5.98
C -0.15 1.07 -5.84
C 1.34 -2.41 -2.07
C -3.06 3.40 1.54
C -2.83 4.75 2.19
C -4.57 0.29 3.62
C 0.09 -0.22 0.55
H 2.38 -3.75 5.65
H 3.14 4.61 -0.04
H 2.04 -1.38 7.05
H -2.60 3.00 6.78
H -3.62 2.82 2.27
H -2.84 1.15 4.53
H 4.59 -0.43 -4.08
H -5.89 1.68 2.78
H 2.73 2.96 3.03
H -0.83 -3.69 3.32
H 2.90 1.80 -0.07
H 7.02 1.08 1.04
H -2.37 -4.81 -5.89
H 3.38 0.23 0.73
H 4.52 3.17 -3.46
H 1.25 4.96 -2.36
H 1.58 2.25 1.87
H 0.43 -4.87 3.74
H 2.32 1.30 3.20
H 1.30 -7.41 -6.53
H -5.72 1.33 -4.74
H -0.28 -0.05 2.69
H 8.22 2.22 0.26
H -6.38 -0.03 2.67
H 0.39 0.28 -1.57
H 2.75 0.10 -0.86
H -0.64 0.40 -6.52
H 3.14 -1.32 5.68
H -6.44 3.50 -2.45
H -0.63 1.49 -0.67
H -4.14 -0.28 -1.05
H 5.40 2.16 -4.78
H 3.77 -0.92 7.28
H 1.96 3.40 -2.01
H -6.68 4.42 -0.95
H 2.09 -1.87 -2.64
H -3.74 5.29 2.49
H 0.70 -4.21 -0.12
H -2.21 -2.46 0.05
H -8.59 4.66 -2.33
H -2.07 -3.39 -6.92
H 2.52 -1.06 2.81
H -1.28 -0.05 -1.15
H 8.21 0.99 -1.80
H -0.37 1.92 -3.90
H 3.04 -0.55 -4.81
H -9.08 3.84 -0.89
H -6.53 0.98 4.20
H 4.92 -3.20 6.01
H -0.68 -4.03 -6.02
H -2.13 2.86 1.19
H -3.68 3.48 0.63
H -4.23 0.57 5.60
H 0.92 0.83 -5.73
H 4.10 -3.58 7.48
H -3.28 -2.75 -5.06
H 4.33 0.19 -5.69
H 0.34 -1.95 -2.21
H -4.47 -0.84 0.61
H -3.30 0.56 0.32
H 2.13 6.07 -0.39
H -0.04 1.83 3.93
H -1.75 -0.14 1.68
H 0.14 3.60 -2.07
H 1.89 -7.80 -4.88
H 0.75 -3.34 2.77
H 3.32 -2.13 1.67
H -3.74 -2.97 -0.50
H 2.82 -5.45 6.01
H -3.31 4.57 7.18
H 6.83 -0.11 -1.27
H -2.22 5.47 1.63
H 8.55 0.47 0.62
H -9.02 3.00 -2.42
H 1.65 -2.52 -1.03
H 5.02 -4.87 6.72
H -4.50 0.88 -5.87
H 2.13 5.36 1.25
H -0.15 2.06 -6.28
H -1.54 4.28 7.54
H -0.79 0.15 -3.86
H -4.15 0.51 -4.18
H 3.94 3.12 -5.09
H -2.75 -4.14 0.50
H 3.15 -5.79 -5.49
H 1.95 -5.04 0.88
H 4.30 -1.15 2.94
H 1.63 -5.03 -6.08
H 0.67 -5.93 -0.02
H -0.66 1.30 1.72
H 0.34 -6.91 -5.09
H -4.41 2.06 4.87
H -1.70 -2.03 -4.74
H 0.50 3.42 4.24
*
```

Computed properties:
Kohn-Sham gap = 9.736 eV
energy above the lowest of the compared OMol25 structures with the same formula, charge and spin = 0.00 kJ/mol

Record 5
The molecule C5H9NO in a non-equilibrium geometry, computed with ωB97M-V/def2-TZVPD.

Structure (ORCA input):
```
! RIJCOSX wB97M-V def2-TZVPD def2/J DEFGRID3
* xyz 0 1
O -1.39 -0.79 -0.05
N -0.83 2.57 1.15
C -1.30 -1.26 -1.39
C 1.93 0.62 0.25
C 0.48 0.54 0.64
C -0.20 1.61 0.92
C -0.14 -0.83 0.65
H 2.39 1.55 0.59
H 0.52 -1.59 0.22
H -0.35 -0.99 -1.86
H 2.50 -0.21 0.68
H -1.76 2.51 0.71
H -1.41 -2.35 -1.39
H -0.35 -1.12 1.68
H -2.11 -0.82 -1.96
H 2.03 0.57 -0.84
*
```

Computed properties:
Kohn-Sham gap = 8.819 eV
energy above the lowest of the compared OMol25 structures with the same formula, charge and spin = 336.64 kJ/mol
SMILES string = COCC(C)=C=N

Record 6
A structure of composition C28H48AsCl2FeN4O4S2Si3, computed with ωB97M-V/def2-TZVPD.

Structure (ORCA input):
```
! RIJCOSX wB97M-V def2-TZVPD def2/J DEFGRID3
* xyz -1 5
As 0.21 -1.41 -1.45
Fe 0.15 0.23 0.81
Cl -3.69 -2.67 2.33
Cl -1.47 -2.99 7.23
S 2.30 1.07 -0.03
S 0.47 1.93 2.61
Si 2.33 -2.37 -1.86
Si -0.21 -0.29 -3.48
Si -1.18 -3.31 -1.48
O -1.03 -1.66 1.52
O -2.57 2.77 -1.44
O -0.95 1.48 -0.63
O 1.55 -1.04 2.05
N -0.71 4.45 0.94
N -2.44 0.57 1.37
N 1.28 4.07 -0.13
N -0.59 4.69 -1.38
C -3.23 4.27 0.99
C 2.99 1.81 1.41
C 3.07 -2.81 -0.20
C -0.60 -4.44 -0.10
C -2.08 2.02 -0.56
C -2.98 1.71 0.65
C 1.28 -1.38 3.20
C 2.22 2.19 2.53
C 2.85 2.81 3.61
C 0.31 -1.26 -5.02
C -2.94 -2.73 -1.21
C -0.01 -1.81 3.67
C 2.25 -3.94 -2.89
C 0.77 1.31 -3.46
C -2.04 0.08 -3.64
C -3.09 2.89 1.63
C -1.21 -4.31 -3.08
C -1.10 -1.95 2.75
C -0.02 4.38 -0.19
C 4.21 3.07 3.61
C -1.30 -2.59 5.53
C -1.98 5.13 1.16
C 3.44 -1.16 -2.77
C -0.12 -2.13 5.03
C -2.30 -2.46 3.36
C 4.98 2.69 2.51
C 4.37 2.08 1.43
C -2.40 -2.76 4.69
H 0.06 4.63 -2.15
H -3.54 -3.54 -0.79
H 2.25 3.09 4.46
H -3.34 -3.13 5.08
H 3.50 -0.21 -2.23
H -1.93 5.49 2.19
H -2.66 -0.77 -3.38
H 4.45 -1.59 -2.82
H 0.90 1.66 -2.43
H -0.30 -3.86 0.77
H -1.16 -3.69 -3.97
H 0.28 -0.57 -5.87
H -0.34 3.85 1.69
H 0.23 -5.06 -0.43
H 2.44 -3.52 0.33
H 3.28 -4.27 -3.08
H -2.82 0.49 2.30
H 1.74 -4.75 -2.36
H -4.06 4.82 1.44
H -2.99 -1.89 -0.51
H -3.94 2.68 2.29
H -0.38 -2.08 -5.24
H 6.05 2.88 2.49
H -1.42 -5.10 0.20
H 3.10 -0.98 -3.79
H 1.63 3.83 0.80
H 1.32 -1.67 -4.95
H -2.26 0.35 -4.68
H 1.75 1.20 -3.93
H 0.20 2.07 -4.01
H 3.18 -1.92 0.42
H 4.67 3.55 4.47
H 0.74 -2.00 5.68
H -2.01 6.01 0.51
H 2.09 -1.38 3.95
H -2.31 0.92 -3.01
H 1.75 -3.80 -3.85
H -2.59 -0.31 0.90
H -3.98 1.53 0.23
H 4.06 -3.27 -0.34
H -3.40 -2.42 -2.15
H -0.38 -5.03 -3.13
H 1.62 3.39 -0.81
H -2.20 2.85 2.27
H -3.47 4.16 -0.07
H -1.45 4.15 -1.56
H 4.96 1.78 0.57
H -2.14 -4.88 -3.12
*
```

Computed properties:
Kohn-Sham gap (alpha / beta) = 6.735 / 6.805 eV
energy above the lowest of the compared OMol25 structures with the same formula, charge and spin = 0.00 kJ/mol

Record 7
The molecule CHN3O2 in a non-equilibrium geometry, computed with ωB97M-V/def2-TZVPD.

Structure (ORCA input):
```
! RIJCOSX wB97M-V def2-TZVPD def2/J DEFGRID3
* xyz 0 1
O 1.95 0.03 -0.10
O -0.01 -1.12 0.10
N 0.01 1.12 0.08
N -1.21 0.85 -0.02
N -1.42 -0.57 -0.25
C 0.79 -0.06 0.10
H -1.86 -0.69 0.79
*
```

Computed properties:
Kohn-Sham gap = 10.451 eV
energy above the lowest of the compared OMol25 structures with the same formula, charge and spin = 266.56 kJ/mol
SMILES string = O=c1nn[nH]o1

Record 8
A structure of composition C13H24F3MgNO14 in a non-equilibrium geometry, computed with ωB97M-V/def2-TZVPD.

Structure (ORCA input):
```
! RIJCOSX wB97M-V def2-TZVPD def2/J DEFGRID3
* xyz 0 1
Mg 0.48 0.22 -0.11
F -2.79 -0.24 3.95
F -1.03 1.05 4.04
F -0.80 -1.09 4.07
O 1.29 1.25 -1.76
O 2.32 0.62 0.88
O 1.46 3.43 -1.93
O 1.92 -3.53 -0.94
O -0.32 -0.61 1.47
O 4.55 0.35 1.04
O 1.36 -1.40 -0.84
O -1.56 1.24 1.50
O 3.40 0.56 2.83
O -2.90 -0.15 -2.63
O -1.07 -0.12 -1.37
O -2.37 -1.88 -1.37
O 2.32 -2.30 -2.64
O 0.47 2.43 -0.24
N 1.06 2.45 -1.34
C -3.57 -2.50 -1.82
C -2.04 -0.68 -1.78
C -1.45 -0.08 1.97
C 4.71 0.29 -0.37
C -2.87 1.28 -2.75
C -2.85 1.85 1.49
C -2.64 3.26 0.95
C 2.46 -1.04 -3.31
C 2.18 0.85 3.49
C 1.83 -2.33 -1.45
C 3.33 0.51 1.51
C 1.25 -3.73 0.32
C -1.53 -0.09 3.52
H 2.91 -1.22 -4.28
H -3.23 1.92 2.51
H 4.25 -0.63 -0.76
H -3.54 -3.54 -1.53
H 1.68 -4.62 0.78
H -2.64 3.31 -0.15
H -3.43 3.93 1.29
H 2.33 1.00 4.56
H -4.45 -2.09 -1.33
H -3.10 1.71 -1.77
H -3.74 -2.40 -2.89
H -1.65 3.63 1.18
H 1.48 -0.57 -3.32
H 1.47 0.02 3.41
H -3.54 1.26 0.88
H -2.36 -0.61 1.63
H 3.16 -0.37 -2.81
H 1.74 1.76 3.08
H -1.89 1.64 -3.03
H 5.78 0.20 -0.51
H -3.63 1.51 -3.49
H 0.21 -3.91 0.07
H 1.35 -2.89 1.01
H 4.27 1.11 -0.92
*
```

Computed properties:
Kohn-Sham gap = 8.963 eV
energy above the lowest of the compared OMol25 structures with the same formula, charge and spin = 50.13 kJ/mol

The records above yield total energy values of -44879.17028 -22359.96820 -36917.59711 -109640.22061 -8865.72361 -209550.13297 -9614.64340 -57623.58839 eV, respectively.